[1]
Computed, not measured: an isolated molecule of C4H6N2O in a non-equilibrium geometry, with the ωB97M-V functional and the def2-TZVPD basis.

The geometry in ORCA input format:
```
! wB97M-V def2-TZVPD RIJCOSX def2/J DEFGRID3
* xyz 0 1
O -1.12 0.32 -0.11
N -0.08 -2.61 1.32
N 0.60 -0.37 -1.39
C 1.52 0.69 -1.00
C -0.15 -1.71 0.58
C -0.31 -0.69 -0.39
C -1.64 0.61 1.03
H 1.93 0.55 0.02
H 1.00 1.65 -1.02
H 1.04 -1.18 -1.80
H 2.35 0.75 -1.71
H -2.29 1.47 1.03
H -1.35 0.03 1.90
*
```

The calculation puts the lowest unoccupied orbital energy (alpha / beta) at -0.318 / 0.302 eV. The calculation puts the HOMO energy (alpha / beta) at -7.839 / -7.855 eV. The value obtained for the energy above the lowest of the compared OMol25 structures with the same formula, charge and spin is 437.1 kJ/mol.

The computed natural (NBO) charges, all in e, follow: number 1, O, carries -0.3668; number 2, N, carries -0.3057; number 3, N, carries -0.6076; number 4, C, carries -0.4190; number 5, C, carries 0.1418; number 6, C, carries 0.2980; number 7, C, carries -0.0724; number 8, H, carries 0.1819; number 9, H, carries 0.2024; number 10, H, carries 0.3866; number 11, H, carries 0.2105; number 12, H, carries 0.1789; number 13, H, carries 0.1714



[2]
Computed, not measured: a structure of composition C19H20ClINOP2Pd in a non-equilibrium geometry, with the ωB97M-V functional and the def2-TZVPD basis.

The geometry in ORCA input format:
```
! wB97M-V def2-TZVPD RIJCOSX def2/J DEFGRID3
* xyz 1 1
I 0.91 -0.32 -5.68
Pd 0.12 0.09 -0.49
Cl -3.75 3.00 -5.64
P 1.97 -1.31 0.04
P -0.30 0.10 1.79
O 0.37 0.14 -2.67
N -1.73 1.23 -1.27
C -0.57 0.70 -3.30
C 2.83 -2.57 3.86
C -2.67 1.86 -0.60
C 0.96 -0.94 2.62
C 2.89 -2.38 2.49
C -0.71 1.41 3.02
C -1.62 1.39 -5.42
C -1.67 1.36 -2.61
C -2.59 2.11 -4.75
C 3.18 0.06 -0.17
C -0.63 0.73 -4.72
C 2.88 -2.73 -0.68
C -3.61 2.81 -2.58
C 0.91 -1.14 3.99
C 1.96 -1.56 1.86
C -3.61 2.69 -1.21
C 1.84 -1.96 4.61
C -1.75 -1.03 1.86
C -2.64 2.11 -3.33
H -4.34 3.41 -3.09
H -4.35 3.21 -0.62
H -1.62 1.38 -6.50
H -1.87 -1.46 2.86
H -1.32 2.17 2.54
H 2.74 0.99 0.21
H -2.66 -0.48 1.59
H -1.59 -1.82 1.13
H 2.41 -3.66 -0.40
H 4.12 -0.14 0.35
H -2.69 1.69 0.48
H 3.56 -3.21 4.35
H 1.78 -2.12 5.68
H -1.25 1.01 3.88
H 0.22 1.88 3.35
H 3.37 0.17 -1.24
H 2.83 -2.62 -1.76
H 0.14 -0.67 4.58
H 3.66 -2.86 1.92
H 3.93 -2.72 -0.37
*
```

The calculation puts the lowest unoccupied orbital energy (alpha / beta) at -4.674 / -4.673 eV. The calculation puts the HOMO energy (alpha / beta) at -9.713 / -9.714 eV.

The computed natural (NBO) charges, all in e, follow: number 1, I, carries 0.1742; number 2, Pd, carries 0.5755; number 3, Cl, carries 0.0337; number 4, P, carries 1.0449; number 5, P, carries 1.0234; number 6, O, carries -0.7211; number 7, N, carries -0.4753; number 8, C, carries 0.3326; number 9, C, carries -0.1715; number 10, C, carries 0.0612; number 11, C, carries -0.2477; number 12, C, carries -0.1832; number 13, C, carries -0.9341; number 14, C, carries -0.2082; number 15, C, carries 0.0746; number 16, C, carries -0.1047; number 17, C, carries -0.9351; number 18, C, carries -0.2321; number 19, C, carries -0.9286; number 20, C, carries -0.0992; number 21, C, carries -0.2122; number 22, C, carries -0.3777; number 23, C, carries -0.2728; number 24, C, carries -0.1747; number 25, C, carries -0.9365; number 26, C, carries -0.0280; number 27, H, carries 0.2444; number 28, H, carries 0.2386; number 29, H, carries 0.2490; number 30, H, carries 0.2483; number 31, H, carries 0.2602; number 32, H, carries 0.2474; number 33, H, carries 0.2487; number 34, H, carries 0.2576; number 35, H, carries 0.2611; number 36, H, carries 0.2448; number 37, H, carries 0.1847; number 38, H, carries 0.2371; number 39, H, carries 0.2366; number 40, H, carries 0.2581; number 41, H, carries 0.2641; number 42, H, carries 0.2644; number 43, H, carries 0.2771; number 44, H, carries 0.2189; number 45, H, carries 0.2236; number 46, H, carries 0.2583



[3]
Computed, not measured: an isolated molecule of C3H5N3O in a non-equilibrium geometry, with the ωB97M-V functional and the def2-TZVPD basis.

The geometry in ORCA input format:
```
! wB97M-V def2-TZVPD RIJCOSX def2/J DEFGRID3
* xyz 0 1
O -0.72 -1.19 0.04
N 1.47 -0.98 0.11
N 0.39 -0.41 -0.37
N 1.09 1.75 0.05
C 0.09 0.95 -0.07
C -1.36 1.05 0.06
C -1.78 -0.29 0.07
H 1.98 1.29 0.02
H 2.03 -1.63 -0.59
H -1.93 1.95 -0.03
H -2.79 -0.92 -0.24
H 1.53 -1.56 0.95
*
```

The calculation puts the lowest unoccupied orbital energy at 0.587 eV. The SMILES is [H]/N=c1/ccon1N. The calculation puts the HOMO energy at -8.504 eV. The value obtained for the energy above the lowest of the compared OMol25 structures with the same formula, charge and spin is 490.8 kJ/mol.

The computed natural (NBO) charges, all in e, follow: number 1, O, carries -0.3711; number 2, N, carries -0.6650; number 3, N, carries -0.0128; number 4, N, carries -0.6910; number 5, C, carries 0.3576; number 6, C, carries -0.3671; number 7, C, carries 0.1657; number 8, H, carries 0.3574; number 9, H, carries 0.3577; number 10, H, carries 0.2525; number 11, H, carries 0.2396; number 12, H, carries 0.3765



[4]
Computed, not measured: a structure of composition C48H40Cl2GeMoN10O2P, with the ωB97M-V functional and the def2-TZVPD basis.

The geometry in ORCA input format:
```
! wB97M-V def2-TZVPD RIJCOSX def2/J DEFGRID3
* xyz 2 4
Mo -0.33 0.00 0.38
Ge 0.10 2.60 -0.18
Cl 4.29 -0.08 5.59
Cl 5.54 -2.09 3.50
P -1.23 -2.55 -2.34
O -0.02 1.77 4.08
O 2.15 -3.20 -0.08
N -2.10 0.56 1.55
N 0.42 -0.49 -1.58
N 2.70 0.40 -1.79
N -1.40 -4.17 -0.06
N 1.41 -1.09 0.59
N 3.70 -1.28 -3.86
N 0.37 0.40 2.22
N -1.26 -2.03 0.42
N -1.71 0.12 -1.37
N -2.02 0.41 -4.30
C 1.67 2.58 -4.10
C 2.26 0.17 3.87
C 3.92 0.40 -2.21
C -4.00 4.89 -1.09
C 3.47 -0.44 4.12
C 1.60 -0.11 2.67
C -2.81 1.74 3.50
C -0.05 -1.08 -4.57
C 2.16 -0.99 1.75
C -1.44 -4.06 1.30
C 1.22 2.93 -1.74
C 1.67 -2.13 -0.32
C -1.41 -5.42 -0.80
C -1.36 -2.74 1.60
C 4.44 -0.41 -3.31
C -0.40 1.21 3.09
C 1.75 -0.43 -2.16
C 2.90 3.49 2.83
C 0.87 2.40 -2.98
C -0.90 -0.64 -2.26
C -2.84 1.09 -3.27
C 1.09 5.04 3.15
C -1.59 3.56 -0.53
C 2.23 2.94 1.75
C -2.97 4.90 -2.01
C -4.13 1.59 3.11
C -1.78 4.24 -1.74
C -3.37 0.39 1.18
C -2.62 3.60 0.40
C 1.25 -1.71 -1.71
C 4.03 -1.33 3.19
C 3.19 3.88 -2.77
C 3.38 -1.62 2.01
C 0.98 3.43 1.35
C -0.88 -0.33 -3.73
C -1.62 1.39 -5.37
C 2.33 4.54 3.53
C 4.26 -2.06 -4.96
C -3.82 4.25 0.13
C 0.61 -2.66 -2.71
C 2.85 3.31 -3.99
C -1.83 1.21 2.69
C 0.43 4.49 2.06
C 2.39 3.69 -1.65
C -4.42 0.89 1.94
C -2.60 0.94 -1.95
C 0.70 -2.15 -4.13
C -1.27 -2.92 -0.57
H -1.67 -5.22 -1.84
H 4.09 4.47 -2.68
H 1.87 0.87 4.59
H -2.50 3.15 1.38
H -4.93 1.99 3.71
H -4.93 5.40 -1.30
H -0.53 4.91 1.76
H 5.29 -1.79 -5.18
H -4.61 4.27 0.87
H -3.09 5.43 -2.95
H -0.99 2.15 -4.93
H -3.20 1.56 -1.30
H -0.02 -0.86 -5.63
H 5.46 -0.22 -3.62
H 4.60 1.09 -1.72
H -3.54 -0.16 0.27
H 4.20 -3.12 -4.70
H 2.84 4.96 4.38
H 3.64 -1.90 -5.85
H -1.12 0.86 -6.18
H -2.15 -6.08 -0.38
H 1.39 2.15 -5.05
H -0.05 1.83 -3.05
H 1.01 -3.67 -2.62
H -2.54 1.84 -5.74
H 3.82 -2.31 1.31
H 3.48 3.47 -4.85
H -2.61 -0.29 -4.77
H 3.87 3.10 3.12
H -1.36 -2.25 2.56
H -0.98 4.28 -2.47
H -0.42 -5.88 -0.75
H -5.43 0.73 1.62
H 1.31 -2.69 -4.83
H -2.52 2.25 4.41
H -3.58 1.74 -3.68
H 2.69 2.11 1.20
H -1.54 -4.93 1.94
H 0.65 5.86 3.69
H 2.68 4.14 -0.71
*
```

The calculation puts the lowest unoccupied orbital energy (alpha / beta) at -6.678 / -6.650 eV. Its expectation value of S² is 3.900. The calculation puts the HOMO energy (alpha / beta) at -12.360 / -12.461 eV. The value obtained for the energy above the lowest of the compared OMol25 structures with the same formula, charge and spin is 507.1 kJ/mol.

These are the Mulliken partial charges, in e, on atoms 1 to 99: number 1, Mo, carries -2.0279; number 2, Ge, carries 3.9161; number 3, Cl, carries -0.1723; number 4, Cl, carries -0.1742; number 5, P, carries -0.8070; number 6, O, carries -0.5487; number 7, O, carries -0.5774; number 8, N, carries 1.2529; number 9, N, carries 0.5355; number 10, N, carries 0.3415; number 11, N, carries 0.0684; number 12, N, carries 1.7728; number 13, N, carries 0.1509; number 14, N, carries 1.4001; number 15, N, carries 1.3775; number 16, N, carries 1.3113; number 17, N, carries 0.5707; number 18, C, carries -0.2705; number 19, C, carries -1.4004; number 20, C, carries -0.8252; number 21, C, carries -0.8032; number 22, C, carries -0.1143; number 23, C, carries 0.1772; number 24, C, carries -0.3318; number 25, C, carries -0.3539; number 26, C, carries 0.1168; number 27, C, carries -0.9891; number 28, C, carries -0.9159; number 29, C, carries -1.0328; number 30, C, carries -0.9180; number 31, C, carries -0.6810; number 32, C, carries -0.4464; number 33, C, carries -0.4016; number 34, C, carries -0.5798; number 35, C, carries -0.9106; number 36, C, carries 0.8098; number 37, C, carries -0.0777; number 38, C, carries -1.9307; number 39, C, carries -0.7742; number 40, C, carries -0.4328; number 41, C, carries 0.0423; number 42, C, carries -0.8031; number 43, C, carries -0.7687; number 44, C, carries 0.0524; number 45, C, carries -0.5262; number 46, C, carries -0.0130; number 47, C, carries 0.2027; number 48, C, carries -0.0310; number 49, C, carries -0.9474; number 50, C, carries -1.1276; number 51, C, carries -0.9103; number 52, C, carries 0.5170; number 53, C, carries -0.7150; number 54, C, carries -0.8529; number 55, C, carries -1.1271; number 56, C, carries -0.8173; number 57, C, carries 0.1208; number 58, C, carries -1.0236; number 59, C, carries -0.3325; number 60, C, carries 0.1071; number 61, C, carries -0.2931; number 62, C, carries -1.1276; number 63, C, carries 0.3307; number 64, C, carries -1.7165; number 65, C, carries -0.2274; number 66, H, carries 0.3753; number 67, H, carries 0.4618; number 68, H, carries 0.7525; number 69, H, carries 0.1889; number 70, H, carries 0.5034; number 71, H, carries 0.4381; number 72, H, carries 0.3471; number 73, H, carries 0.3899; number 74, H, carries 0.5100; number 75, H, carries 0.4869; number 76, H, carries 0.2311; number 77, H, carries 0.4502; number 78, H, carries 0.4409; number 79, H, carries 0.4388; number 80, H, carries 0.5586; number 81, H, carries 0.7717; number 82, H, carries 0.3452; number 83, H, carries 0.4281; number 84, H, carries 0.3327; number 85, H, carries 0.3730; number 86, H, carries 0.3896; number 87, H, carries 0.4558; number 88, H, carries 0.0179; number 89, H, carries 1.0184; number 90, H, carries 0.4060; number 91, H, carries 0.6580; number 92, H, carries 0.4515; number 93, H, carries 0.4766; number 94, H, carries 0.5024; number 95, H, carries 0.5545; number 96, H, carries 0.3878; number 97, H, carries 0.3287; number 98, H, carries 0.5188; number 99, H, carries 0.7241



[5]
Computed, not measured: a cluster of 8 separate species, C4H25N2O8 in total in a non-equilibrium geometry, with the ωB97M-V functional and the def2-TZVPD basis.

The geometry in ORCA input format:
```
! wB97M-V def2-TZVPD RIJCOSX def2/J DEFGRID3
* xyz 1 1
O 1.25 2.95 -0.50
O 3.06 0.56 -0.08
O 2.02 -1.05 -2.40
O 0.04 2.41 2.20
O 0.36 1.66 -3.00
O 0.36 -1.74 3.24
O 0.43 -3.20 -0.65
O -2.12 -2.31 2.83
N -0.83 -0.64 -1.92
N -2.22 1.40 -1.03
C -1.89 0.54 0.12
C 0.58 -2.45 0.29
C 0.05 -1.08 0.36
C -1.17 -0.75 -0.45
H -1.45 2.05 -1.18
H -0.54 0.33 -2.13
H 2.64 -0.54 -1.86
H -1.31 1.05 0.90
H -1.62 -0.98 -2.45
H -0.04 1.54 2.62
H -2.82 0.18 0.55
H 0.00 -1.22 -2.12
H -2.38 -1.84 2.04
H 2.40 -1.85 -2.76
H -0.11 -0.88 1.43
H -2.82 2.14 -0.65
H 0.86 -0.36 0.17
H 1.29 1.82 -2.79
H 3.01 1.51 0.10
H -0.43 -1.85 3.79
H -1.93 -1.53 -0.42
H 0.45 2.58 -0.87
H 3.89 0.46 -0.57
H 1.16 -1.53 3.73
H -0.17 3.04 2.89
H 1.04 3.23 0.39
H 1.23 -2.88 1.06
H -2.27 -3.23 2.56
H 0.02 2.46 -3.40
*
```

The calculation puts the lowest unoccupied orbital energy at -2.577 eV. The calculation puts the HOMO energy at -12.794 eV. The value obtained for the energy above the lowest of the compared OMol25 structures with the same formula, charge and spin is 217.6 kJ/mol.

The computed natural (NBO) charges, all in e, follow: number 1, O, carries -0.9640; number 2, O, carries -0.9666; number 3, O, carries -0.9895; number 4, O, carries -0.9673; number 5, O, carries -0.9690; number 6, O, carries -0.9850; number 7, O, carries -0.5550; number 8, O, carries -0.9379; number 9, N, carries -0.7122; number 10, N, carries -0.8345; number 11, C, carries -0.2410; number 12, C, carries 0.4416; number 13, C, carries -0.6008; number 14, C, carries -0.0445; number 15, H, carries 0.3406; number 16, H, carries 0.4719; number 17, H, carries 0.4988; number 18, H, carries 0.2102; number 19, H, carries 0.4372; number 20, H, carries 0.4848; number 21, H, carries 0.2048; number 22, H, carries 0.4762; number 23, H, carries 0.4616; number 24, H, carries 0.5001; number 25, H, carries 0.2942; number 26, H, carries 0.3790; number 27, H, carries 0.2816; number 28, H, carries 0.5060; number 29, H, carries 0.5028; number 30, H, carries 0.5108; number 31, H, carries 0.2099; number 32, H, carries 0.4614; number 33, H, carries 0.4745; number 34, H, carries 0.4844; number 35, H, carries 0.4904; number 36, H, carries 0.4999; number 37, H, carries 0.1584; number 38, H, carries 0.4854; number 39, H, carries 0.5009



E_tot
In order: -340.62842, -2434.33029, -356.67045, -5957.43164, -878.60104
Unit: hartree